--- A ---
ORCA calculation (ωB97M-V/def2-TZVPD) on C3H4OS2 in the gas phase.

Kohn-Sham gap: 0.27834 hartree
HOMO: -0.3387 Eh

The geometry in XYZ format:
```
10
Properties=species:S:1:pos:R:3:lowdin_charge:R:1
S 1.75 -0.97 -0.33 0.688
S -2.09 -0.59 -0.19 0.747
O 0.86 1.97 0.07 0.023
C -0.70 0.18 0.23 -0.820
C 0.37 -0.50 0.92 -0.550
C -0.26 1.64 -0.18 -0.248
H 0.05 -1.41 1.53 0.100
H 0.95 0.16 1.59 0.069
H -1.07 2.21 -0.71 0.128
H 2.13 0.31 -0.60 -0.137
```



--- B ---
ORCA calculation (ωB97M-V/def2-TZVPD) on a molecular structure, C3H4OS2.

Kohn-Sham gap: 0.31713 hartree
HOMO: -0.3167 Eh

The geometry in XYZ format:
```
10
Properties=species:S:1:pos:R:3:lowdin_charge:R:1
S 3.18 -0.35 0.01 0.571
S 0.35 -1.55 -0.22 0.847
O 0.90 1.09 0.03 -0.165
C -0.54 0.74 -0.43 -0.262
C -0.99 -0.50 0.40 -0.470
C 1.49 -0.15 -0.12 -1.111
H -0.34 0.50 -1.50 0.109
H -1.41 1.51 -0.09 0.160
H -0.62 -0.18 1.67 0.189
H -2.02 -1.12 0.25 0.132
```



--- C ---
ORCA calculation (ωB97M-V/def2-TZVPD) on C3H4OS2 in the gas phase.

Kohn-Sham gap: 0.35690 hartree
HOMO: -0.3451 Eh

The geometry in XYZ format:
```
10
Properties=species:S:1:pos:R:3:lowdin_charge:R:1
S 2.01 0.39 0.31 0.306
S 2.62 -1.41 0.04 0.289
O 2.97 1.37 -0.16 -0.459
C -1.33 -1.59 0.05 0.071
C 0.36 0.64 -0.31 -0.281
C -0.66 -0.62 -0.01 -0.123
H 1.74 0.75 1.50 0.011
H -2.14 -2.28 -0.16 0.045
H 0.02 1.42 0.26 0.042
H 0.40 0.83 -1.37 0.099
```



--- D ---
ORCA calculation (ωB97M-V/def2-TZVPD) on C3H4OS2 in the gas phase.

Kohn-Sham gap: 0.33539 hartree
HOMO: -0.3452 Eh

The geometry in XYZ format:
```
10
Properties=species:S:1:pos:R:3:lowdin_charge:R:1
S 2.94 1.13 0.06 0.745
S 2.68 -1.87 -0.01 0.847
O 0.54 -0.14 -0.40 -0.195
C 2.15 -0.24 -0.11 -1.110
C -0.45 1.73 0.62 0.028
C 0.18 1.20 -0.41 -0.360
H -0.55 1.16 1.56 0.080
H 0.49 1.80 -1.23 0.087
H -0.56 2.77 0.86 0.055
H 3.89 -1.63 0.15 -0.176
```



A (107.6 kJ/mol below the next structure)



--- A ---
ORCA calculation (ωB97M-V/def2-TZVPD) on C23H24N2O3 in the gas phase.

Kohn-Sham gap: 0.30879 hartree
HOMO: -0.2925 Eh

The geometry in XYZ format:
```
52
Properties=species:S:1:pos:R:3:lowdin_charge:R:1
O 1.63 2.84 -0.98 0.081
O 1.97 -0.80 2.23 0.067
O -2.41 0.98 1.97 0.072
N 0.00 -1.10 -1.56 0.148
N 1.03 1.01 0.17 0.069
C 0.01 4.63 0.52 -0.096
C 1.62 -2.98 2.07 -0.048
C -2.39 -1.07 -1.62 -0.064
C -4.88 -1.24 -1.56 -0.046
C -1.15 -0.07 0.30 -0.064
C -3.62 -1.12 -0.71 -0.549
C -1.07 3.91 -0.22 -0.091
C 0.83 -0.98 1.52 -0.225
C 2.25 -1.62 -2.13 -0.020
C -3.65 0.18 0.09 -0.057
C -3.54 -2.31 0.24 -0.023
C -1.12 -0.72 -0.90 -0.167
C -0.09 3.14 0.63 -0.181
C 4.12 -0.35 -1.32 -0.072
C 2.44 -2.01 2.55 -0.108
C 1.88 0.21 -0.61 -0.154
C -2.38 0.40 0.89 -0.362
C 0.93 2.34 -0.12 -0.395
C 0.12 0.25 1.03 -0.128
C 3.61 -1.39 -2.10 -0.084
C 3.25 0.43 -0.58 0.006
C 1.36 -0.83 -1.40 -0.154
C 0.57 -2.31 1.40 -0.010
H -3.75 1.03 -0.59 0.139
H 0.83 5.02 -0.06 0.103
H -0.26 -2.76 0.90 0.106
H 3.35 -2.05 3.11 0.120
H -2.55 -0.32 -2.41 0.141
H -4.86 -2.15 -2.15 0.086
H 3.62 1.24 0.03 0.128
H -2.27 -2.04 -2.12 0.131
H 4.27 -2.01 -2.68 0.103
H -3.49 -3.25 -0.32 0.089
H 1.86 -2.41 -2.75 0.110
H -0.47 2.73 1.55 0.122
H -4.97 -0.39 -2.24 0.085
H -4.50 0.21 0.77 0.135
H -5.76 -1.26 -0.93 0.087
H -2.66 -2.24 0.88 0.076
H 1.74 -4.04 2.18 0.100
H -0.17 -1.72 -2.35 0.142
H -0.97 3.82 -1.29 0.107
H -2.08 3.98 0.14 0.101
H -0.14 0.85 1.91 0.148
H -0.25 5.22 1.38 0.103
H -4.42 -2.35 0.88 0.092
H 5.18 -0.16 -1.29 0.103
```



--- B ---
ORCA calculation (ωB97M-V/def2-TZVPD) on C23H24N2O3 in the gas phase.

Kohn-Sham gap: 0.30732 hartree
HOMO: -0.3025 Eh

The geometry in XYZ format:
```
52
Properties=species:S:1:pos:R:3:lowdin_charge:R:1
O -1.28 -1.10 -3.66 0.124
O -0.46 -0.76 -1.65 0.119
O -0.08 -1.03 1.64 0.096
N 2.41 -3.21 -1.01 -0.173
N 1.71 -1.01 0.26 -0.043
C 0.43 -0.73 0.57 -0.408
C 1.26 -5.35 -0.76 -0.081
C -3.58 2.43 -3.43 -0.064
C -0.39 -0.05 -0.49 -0.095
C 2.48 -1.89 1.11 -0.102
C -0.51 3.76 4.81 -0.052
C 1.11 -3.84 -0.85 -0.240
C -2.06 2.04 1.82 -0.024
C -1.09 1.09 -0.27 -0.057
C 2.46 -2.01 -1.83 -0.146
C -3.47 3.19 -2.27 -0.057
C -0.67 3.09 3.48 -0.276
C -2.66 2.78 -1.23 -0.006
C 0.44 2.84 2.68 -0.029
C -0.95 1.79 1.02 -0.193
C -2.05 0.83 -2.51 -0.062
C -1.95 1.58 -1.32 -0.083
C 0.30 2.19 1.46 -0.015
C 3.12 -3.00 0.23 -0.151
C -1.92 2.68 3.03 -0.031
C 2.36 -0.71 -0.99 -0.110
C -2.87 1.26 -3.55 0.002
C -1.28 -0.40 -2.68 -0.385
H 1.80 -2.31 1.85 0.117
H 0.51 -3.61 -1.74 0.116
H 3.16 -3.93 0.79 0.113
H 1.82 -5.72 -1.61 0.074
H -3.04 1.70 1.50 0.125
H -4.22 2.77 -4.23 0.105
H -1.41 4.31 5.08 0.076
H 3.25 -1.32 1.63 0.126
H 4.15 -2.72 -0.03 0.119
H 1.79 -5.64 0.15 0.061
H 0.56 -3.47 0.03 0.114
H 0.33 4.44 4.80 0.076
H 0.28 -5.82 -0.74 0.070
H -0.33 3.01 5.58 0.086
H 1.42 3.15 3.01 0.112
H 3.36 -0.34 -0.76 0.126
H 1.83 0.06 -1.54 0.123
H 1.65 -2.05 -2.56 0.109
H -2.57 3.38 -0.34 0.113
H -4.01 4.12 -2.18 0.108
H -2.93 0.65 -4.44 0.123
H 1.17 2.01 0.85 0.120
H -2.79 2.85 3.65 0.113
H 3.41 -2.01 -2.38 0.117
```



B (72.8 kJ/mol below the next structure)



--- A ---
ORCA calculation (ωB97M-V/def2-TZVPD) on C4H7NO2 in the gas phase.

Kohn-Sham gap (alpha / beta): 0.30510 / 0.30509 hartree
HOMO (alpha / beta): -0.3320 / -0.3319 Eh

The geometry in XYZ format:
```
14
Properties=species:S:1:pos:R:3:lowdin_charge:R:1
O -0.63 0.08 1.38 -0.060
O -0.96 -0.76 -1.29 -0.063
N -0.17 -1.80 0.20 0.209
C 0.32 -0.74 0.82 -0.537
C -1.20 0.94 0.33 -0.115
C -0.63 0.48 -1.01 -0.346
C 1.51 -0.13 0.46 0.103
H -2.28 0.78 0.36 0.128
H 0.57 0.55 -0.77 0.129
H 2.25 -0.67 -0.11 0.092
H -0.96 1.98 0.56 0.123
H 0.57 -2.28 -0.32 0.092
H 1.83 0.77 0.98 0.096
H -0.65 1.17 -1.87 0.147
```



--- B ---
ORCA calculation (ωB97M-V/def2-TZVPD) on C4H7NO2 in the gas phase.

Kohn-Sham gap: 0.35981 hartree
HOMO: -0.3258 Eh

The geometry in XYZ format:
```
14
Properties=species:S:1:pos:R:3:lowdin_charge:R:1
O 0.71 -0.96 -0.42 -0.063
O 1.28 1.66 -0.19 -0.071
N -0.03 1.25 0.07 0.060
C -2.67 0.19 -0.09 0.025
C -0.20 -0.02 -0.10 -0.397
C 2.03 -0.88 0.09 -0.067
C -1.57 -0.56 0.01 -0.094
H -3.66 -0.25 0.01 0.058
H 2.39 -1.92 0.12 0.093
H 2.04 -0.47 1.10 0.095
H 1.25 2.61 0.03 0.103
H 2.66 -0.27 -0.55 0.084
H -2.61 1.26 -0.27 0.065
H -1.63 -1.64 0.18 0.107
```



--- C ---
ORCA calculation (ωB97M-V/def2-TZVPD) on C4H7NO2 in the gas phase.

Kohn-Sham gap: 0.36355 hartree
HOMO: -0.3398 Eh

The geometry in XYZ format:
```
14
Properties=species:S:1:pos:R:3:lowdin_charge:R:1
O -1.69 1.59 1.01 0.055
O 1.04 1.04 0.64 0.016
N 2.27 -0.26 -0.60 0.145
C -0.93 1.39 0.10 -0.368
C -0.71 0.01 -0.44 -0.164
C 1.02 0.25 -0.29 -0.342
C -1.10 -1.13 0.52 -0.073
H -0.52 -1.06 1.44 0.086
H -0.51 2.18 -0.56 0.134
H -1.38 -0.05 -1.33 0.140
H 2.97 -0.11 0.13 0.116
H -2.16 -1.13 0.81 0.089
H -0.91 -2.08 0.02 0.075
H 2.62 -0.65 -1.46 0.092
```



--- D ---
ORCA calculation (ωB97M-V/def2-TZVPD) on C4H7NO2 in the gas phase.

Kohn-Sham gap (alpha / beta): 0.27988 / 0.27364 hartree
HOMO (alpha / beta): -0.3290 / -0.3275 Eh

The geometry in XYZ format:
```
14
Properties=species:S:1:pos:R:3:lowdin_charge:R:1
O 0.25 -1.42 1.01 0.030
O -2.60 -0.47 -0.34 -0.027
N -0.80 -1.08 -1.04 0.284
C -2.14 0.39 0.57 -0.248
C -0.02 -0.45 0.01 -0.669
C 1.29 0.01 -0.45 -0.029
C -0.83 0.64 0.68 -0.023
H 1.90 -0.84 -0.76 0.104
H -0.57 -1.77 1.20 0.051
H -0.22 1.22 1.46 0.146
H 1.92 0.51 0.24 0.084
H 1.34 0.69 -1.23 0.073
H -0.94 -0.42 -1.81 0.107
H -2.89 1.04 0.96 0.117
```



C (85.7 kJ/mol below the next structure)



--- A ---
ORCA calculation (ωB97M-V/def2-TZVPD) on C4H7NO2 in the gas phase.

Kohn-Sham gap: 0.30055 hartree
HOMO: -0.2843 Eh

The geometry in XYZ format:
```
14
Properties=species:S:1:pos:R:3:lowdin_charge:R:1
O 0.27 1.94 0.67 -0.014
O -1.82 -1.13 0.06 0.005
N 1.70 -0.73 0.14 0.107
C -0.60 -0.44 -0.02 -0.437
C 0.52 -1.08 0.59 -0.054
C -0.61 1.21 -0.12 -0.295
C -0.20 0.40 -1.23 -0.079
H -0.88 0.31 -2.07 0.076
H -2.33 -0.80 0.80 0.098
H 1.46 -0.10 -0.75 0.113
H 1.14 1.87 0.25 0.084
H 2.54 -1.23 0.41 0.112
H -1.60 1.65 -0.05 0.142
H 0.40 -1.87 1.33 0.140
```



--- B ---
ORCA calculation (ωB97M-V/def2-TZVPD) on C4H7NO2 in the gas phase.

Kohn-Sham gap: 0.39078 hartree
HOMO: -0.3611 Eh

The geometry in XYZ format:
```
14
Properties=species:S:1:pos:R:3:lowdin_charge:R:1
O -1.21 -0.66 1.30 -0.040
O 1.16 0.99 0.60 -0.045
N 1.19 -0.99 -0.67 0.072
C 1.73 -0.09 0.03 -0.237
C -0.24 -0.93 -0.88 -0.189
C -0.19 1.29 0.21 -0.124
C -0.98 0.02 0.03 -0.336
H -0.61 1.91 1.00 0.133
H -0.35 -0.88 1.70 0.094
H -0.44 -0.75 -1.93 0.119
H 2.79 -0.11 0.26 0.132
H -0.16 1.86 -0.73 0.137
H -1.99 0.24 -0.33 0.153
H -0.71 -1.89 -0.59 0.130
```



--- C ---
ORCA calculation (ωB97M-V/def2-TZVPD) on C4H7NO2 in the gas phase.

Kohn-Sham gap: 0.32889 hartree
HOMO: -0.3145 Eh

The geometry in XYZ format:
```
14
Properties=species:S:1:pos:R:3:lowdin_charge:R:1
O 0.26 -1.83 1.44 0.028
O 0.31 -1.06 -2.32 0.057
N -0.67 0.16 2.01 0.158
C 0.77 -1.06 -1.07 -0.111
C 0.16 -0.18 -0.22 -0.235
C -0.05 -0.69 1.13 -0.542
C 0.06 1.29 -0.59 -0.060
H -0.89 1.80 -0.40 0.069
H 1.60 -1.73 -0.85 0.145
H -1.20 0.96 1.69 0.087
H -0.96 -0.26 2.88 0.105
H -0.55 -0.65 -2.08 0.124
H 0.83 1.79 0.02 0.092
H 0.34 1.47 -1.64 0.083
```



B (39.2 kJ/mol below the next structure)